[1]
Below is the molecule C4H10N2 at a distorted geometry, with properties calculated with ωB97M-V/def2-TZVPD.

## Properties
Frontier orbital gap = 10.32 eV
Relative energy (zero: lowest compared OMol25 entry of this formula, charge and spin) = 1.097 eV
2S+1 = 1
Lowest unoccupied orbital energy = 0.040 Eh
DFT total energy = -7289.522 eV
M = 86.138 g mol⁻¹
SMILES = C=C[C@@H](N)CN
Strongest force on any atom = 1.24 eV/Å

Each line ends with the Mulliken charge.
Element x y z (Å)
C -0.836 -0.777 0.283  -0.7585
C 0.485 -0.524 -0.447  0.3918
C 0.978 0.906 -0.421  -0.3800
C 0.411 1.937 0.228  -0.7724
H -1.747 0.812 -0.485  0.2544
H -2.822 -0.313 0.061  0.2205
H -1.016 -1.843 0.318  0.4131
H -0.714 -0.391 1.328  0.3105
H 0.301 -0.740 -1.526  0.3172
H 1.714 -1.104 1.013  0.2795
H 1.306 -2.307 0.016  0.2535
H 1.877 1.080 -1.003  0.3327
H -0.479 1.866 0.840  0.2696
H 0.887 2.918 0.173  0.2413
N -1.933 -0.167 -0.407  -0.6219
N 1.586 -1.353 0.027  -0.7512


[2]
Below is a cluster of 7 separate species, C50H89I2N10O8S in total at a distorted geometry, with properties calculated with ωB97M-V/def2-TZVPD.

## Properties
Frontier orbital gap = 7.97 eV
Relative energy (zero: lowest compared OMol25 entry of this formula, charge and spin) = 0.000 eV
2S+1 = 1
Lowest unoccupied orbital energy = -0.089 Eh
DFT total energy = -111606.449 eV
M = 1244.199 g mol⁻¹
Charge = +1
Strongest force on any atom = 1.74 eV/Å

Each line ends with the Mulliken charge.
Element x y z (Å)
C 1.229 1.191 3.755  -0.9430
C 2.258 0.496 2.840  0.7426
S 1.919 1.026 1.120  -0.2480
C 2.304 -0.367 -0.004  -0.2535
C 1.478 -0.403 -1.334  -0.5061
I 0.591 1.610 -1.459  0.2049
C 2.483 -0.445 -2.508  -2.2356
N 2.008 0.132 -3.795  0.6623
C 2.744 1.365 -4.167  -1.3059
C 2.188 -0.801 -4.882  0.5664
C 3.538 -1.044 -5.519  -1.2127
O 1.241 -1.369 -5.339  -0.5789
N 3.061 -1.749 -2.555  -0.0734
C 2.202 -2.919 -2.554  1.0734
C 3.154 -4.116 -2.498  -1.1135
C 3.783 -4.386 -3.844  0.2570
C 5.066 -3.930 -4.107  -0.5527
C 5.660 -4.193 -5.331  -0.9198
C 4.981 -4.918 -6.287  -0.6948
C 3.697 -5.375 -6.043  -1.0786
C 3.091 -5.117 -4.819  1.0142
C 1.706 -5.646 -4.562  -1.1592
C 1.272 -2.819 -1.343  0.4380
C 0.440 -4.093 -1.126  -2.0388
C 0.479 -4.668 0.298  0.0827
C -0.427 -5.907 0.316  -1.4040
I 2.422 -5.274 0.932  0.0790
N 0.448 -1.523 -1.343  1.5228
C -0.404 -1.572 -2.569  0.3064
C -1.584 -0.598 -2.695  -1.7916
C -0.265 -1.492 -0.010  -0.6240
C -1.674 -2.081 0.152  -0.8055
C -2.706 -1.088 0.620  -0.7040
O -3.818 -1.123 0.197  -0.5376
N -2.240 -0.121 1.582  0.4455
C -3.131 0.033 2.718  -0.5330
C -3.135 -0.984 3.662  -0.0618
C -3.914 -0.868 4.799  -0.8411
C -4.693 0.265 4.968  -0.7907
C -4.703 1.271 4.024  -0.6443
C -3.926 1.149 2.884  0.5178
H 1.772 1.818 4.448  0.3643
H 0.662 0.418 4.253  -0.0705
H 0.562 1.792 3.147  0.4883
H 3.272 0.739 3.128  0.6322
H 2.160 -0.583 2.874  -0.6830
H 2.208 -1.245 0.628  -0.3666
H 3.359 -0.288 -0.220  0.8741
H 3.284 0.219 -2.195  0.9804
H 2.564 1.534 -5.224  0.5195
H 3.821 1.286 -4.026  0.5189
H 2.342 2.225 -3.652  0.1674
H 3.644 -2.105 -5.697  0.1480
H 3.546 -0.492 -6.454  0.4661
H 4.365 -0.668 -4.927  0.4111
H 3.905 -1.840 -3.095  0.6332
H 1.645 -2.996 -3.490  -0.1700
H 3.960 -3.840 -1.823  0.7725
H 2.733 -5.031 -2.105  0.3553
H 5.611 -3.384 -3.352  0.4859
H 6.664 -3.865 -5.540  0.4364
H 5.451 -5.146 -7.229  0.4177
H 3.155 -5.956 -6.769  0.4474
H 1.033 -4.805 -4.404  0.1941
H 1.332 -6.190 -5.418  0.5270
H 1.661 -6.272 -3.677  0.2476
H 1.963 -2.812 -0.507  -0.1621
H -0.624 -3.989 -1.321  0.3059
H 0.745 -4.889 -1.791  0.9283
H 0.045 -3.976 1.010  0.3339
H -0.260 -6.515 -0.568  0.3846
H -0.192 -6.539 1.162  0.4463
H -1.470 -5.607 0.357  0.3449
H -0.842 -2.554 -2.684  0.9861
H 0.185 -1.452 -3.466  -0.6585
H -1.845 -0.075 -1.786  0.1649
H -1.350 0.164 -3.426  0.3476
H -2.473 -1.106 -3.050  0.3949
H 0.374 -2.042 0.662  0.1994
H -0.280 -0.495 0.415  0.8043
H -1.629 -2.810 0.960  0.6538
H -2.111 -2.598 -0.691  0.3388
H -2.222 0.770 1.090  0.2213
H -2.508 -1.846 3.496  0.3699
H -3.896 -1.662 5.523  0.4762
H -5.298 0.347 5.855  0.4299
H -5.324 2.137 4.178  0.2207
H -3.914 1.895 2.105  0.5360
C -4.973 7.453 4.506  -1.3451
C -4.605 6.005 4.282  0.8639
O -3.610 5.502 4.783  -0.6533
N -5.429 5.267 3.495  -0.0436
C -6.649 5.666 2.806  -0.8619
H -4.225 7.903 5.150  0.3020
H -4.994 7.994 3.559  0.3536
H -5.947 7.531 4.989  0.3522
H -5.122 4.314 3.391  0.0996
H -7.481 5.056 3.147  0.2776
H -6.528 5.506 1.739  0.2377
H -6.876 6.712 2.985  0.4250
C -6.507 1.938 0.972  -0.5559
C -7.643 2.785 0.443  0.4399
O -8.079 3.740 1.070  -0.6600
N -8.162 2.431 -0.754  -0.1596
C -7.775 1.315 -1.603  -0.7210
H -6.211 2.315 1.943  -0.1515
H -6.822 0.901 1.087  0.3942
H -5.653 1.987 0.295  0.3344
H -8.915 3.026 -1.063  0.2621
H -7.462 1.680 -2.577  0.3002
H -8.628 0.650 -1.745  0.2857
H -6.963 0.751 -1.153  0.2107
C 4.621 4.902 -2.815  -1.2174
C 5.919 4.256 -3.242  0.7866
O 6.188 3.101 -2.939  -0.6565
N 6.777 4.999 -3.982  -0.1693
C 6.625 6.371 -4.432  -0.8190
H 4.062 4.174 -2.236  0.1621
H 4.804 5.779 -2.195  0.4431
H 4.035 5.186 -3.690  0.3579
H 7.620 4.507 -4.233  0.2413
H 6.660 6.409 -5.522  0.2804
H 7.438 6.982 -4.039  0.2854
H 5.681 6.788 -4.098  0.3179
C 3.617 -1.959 5.790  -1.3978
C 2.874 -2.703 4.708  0.7558
O 2.176 -2.126 3.882  -0.4980
N 2.995 -4.052 4.665  -0.0606
C 3.762 -4.931 5.530  -0.9949
H 3.413 -0.898 5.686  0.1532
H 3.283 -2.285 6.776  0.4253
H 4.691 -2.122 5.700  0.4169
H 2.460 -4.449 3.911  0.0250
H 4.493 -5.486 4.940  0.2933
H 3.096 -5.645 6.016  0.3134
H 4.285 -4.366 6.293  0.3817
C -2.639 2.624 -6.473  -0.9601
C -3.732 3.330 -5.705  0.7859
O -4.908 3.223 -6.010  -0.6438
N -3.356 4.101 -4.649  -0.1445
C -2.012 4.339 -4.163  -0.7156
H -3.094 2.056 -7.278  0.2865
H -1.943 3.346 -6.902  0.3696
H -2.093 1.938 -5.823  0.0667
H -4.125 4.551 -4.177  0.2172
H -1.931 4.018 -3.122  0.1923
H -1.795 5.407 -4.213  0.3173
H -1.278 3.803 -4.755  0.2493
C -0.242 0.441 7.106  -1.3954
C 1.161 0.500 7.667  0.8720
O 2.070 1.077 7.091  -0.6516
N 1.382 -0.120 8.856  -0.1809
C 0.436 -0.847 9.682  -0.8315
H -0.266 0.976 6.164  0.2636
H -0.536 -0.595 6.929  0.3647
H -0.947 0.911 7.791  0.4618
H 2.333 -0.043 9.178  0.2567
H 0.365 -0.381 10.665  0.2870
H 0.772 -1.877 9.813  0.2720
H -0.549 -0.856 9.229  0.3228


[3]
Below is a cluster of 8 separate species, C5H28NO7 in total at a distorted geometry, with properties calculated with ωB97M-V/def2-TZVPD.

## Properties
Frontier orbital gap (spin up / spin down) = 11.80 / 3.88 eV
2S+1 = 2
Lowest unoccupied orbital energy (spin up / spin down) = -0.205 / -0.491 Eh
DFT total energy = -21442.992 eV
M = 214.279 g mol⁻¹
Charge = +2
Strongest force on any atom = 3.43 eV/Å
<S²> = 0.753

Each line ends with the Mulliken charge.
Element x y z (Å)
C 1.712 -0.394 0.575  -1.1308
C 0.901 -1.591 0.094  1.1397
C 1.051 -2.703 1.172  -1.4066
C 1.267 -2.110 -1.403  -0.4794
C 0.051 -2.489 -2.166  -0.9821
N 0.800 0.667 1.136  -0.0598
H 2.479 -0.666 1.300  0.4875
H 2.338 0.099 -0.193  0.5595
H -0.138 -1.289 0.107  -0.1484
H 0.777 -3.724 0.912  0.4423
H 0.371 -2.448 1.995  0.3448
H 2.067 -2.694 1.546  0.4562
H 1.911 -2.975 -1.282  0.4319
H 1.734 -1.259 -1.932  0.3438
H -0.956 -2.114 -1.950  0.3054
H 0.004 -3.578 -2.188  0.3564
H 0.099 -2.246 -3.257  0.3579
H 1.399 1.462 1.363  0.3916
H 0.317 0.201 1.914  0.2739
H 0.216 1.025 0.377  0.2507
H -0.935 1.068 -4.101  0.3057
H -1.712 0.936 -2.919  0.2637
O -0.871 1.353 -3.173  -0.5840
H -0.998 1.222 3.780  0.3100
H -0.551 0.024 4.510  0.2700
O -0.697 0.317 3.598  -0.6310
H 3.543 2.410 -1.478  0.3255
H 2.269 2.451 -0.748  0.3858
O 3.156 2.046 -0.665  -0.6119
H 0.094 3.753 -1.558  0.2983
H 0.468 2.379 -2.109  0.3561
O 0.728 3.036 -1.444  -0.6582
H -3.339 1.309 -0.674  0.2839
H -2.974 -0.132 -0.243  0.2750
O -2.602 0.695 -0.578  -0.6059
H -1.232 3.000 0.624  0.2691
H -1.776 1.634 0.919  0.4101
O -1.173 2.299 1.286  -0.6170
H -2.648 -0.482 2.740  0.2917
H -3.967 -0.010 2.180  0.3070
O -3.182 -0.484 1.935  -0.5785


Which value of M does entry 2 give? 1244.199 g mol⁻¹


The highest M belongs to which entry? C50H89I2N10O8S